This record from OMol25 describes a structure of composition C3H6InO in a non-equilibrium geometry. The level of theory is ωB97M-V/def2-TZVPD.

XYZ file:
```
11
Properties=species:S:1:pos:R:3
In -0.88 -4.26 0.01
C 1.04 0.35 -0.95
C -0.15 -0.15 -0.08
O -0.61 -1.20 -0.38
C -0.74 0.81 0.95
H 1.74 -0.44 -1.24
H 1.60 1.06 -0.31
H 0.76 0.92 -1.86
H -0.71 1.90 0.78
H -0.30 0.57 1.94
H -1.76 0.44 1.15
```

## Properties
Total charge: +3
Energy relative to the best compared isomer or geometry (same formula, charge and spin): 144.8 kJ/mol
E: -381.73685 Eh